DFT (the ωB97M-V functional and the def2-TZVPD basis) results for C3H8O2 as an isolated structure at a distorted geometry.

Each line ends with the Löwdin charge.
Atoms and positions in Å:
1 C -1.796 -0.437 -0.327  -0.083
2 C -0.052 1.120 0.187  -0.171
3 C 1.678 -0.572 0.197  -0.154
4 H -1.172 -1.094 -0.889  0.037
5 H -1.713 0.566 -1.094  0.120
6 H -3.078 -0.713 0.129  0.192
7 H 0.489 1.358 0.984  0.075
8 H -0.502 1.760 -0.533  0.110
9 H 1.007 -1.468 0.170  0.074
10 H 2.178 -0.251 1.246  0.116
11 H 2.762 -0.990 -0.232  0.121
12 O -0.971 0.162 0.727  -0.226
13 O 1.169 0.557 -0.566  -0.213

The calculation puts the HOMO-LUMO gap at 11.08 eV.

---

DFT (the ωB97M-V functional and the def2-TZVPD basis) results for a 2-piece molecular cluster, C3H8O2 overall at a distorted geometry.

Each line ends with the Löwdin charge.
Atoms and positions in Å:
1 C 0.573 -4.215 -0.093  -0.173
2 C 1.424 -3.087 -0.631  -0.186
3 H 0.601 -4.304 0.996  0.061
4 H -0.464 -4.082 -0.398  0.059
5 H 0.901 -5.200 -0.431  0.062
6 H 1.209 -2.073 -0.284  0.055
7 H 1.495 -3.032 -1.721  0.062
8 H 2.486 -3.136 -0.360  0.060
9 O -0.744 3.814 -0.137  0.093
10 C -0.827 2.880 0.586  -0.403
11 O -0.638 1.596 0.196  0.073
12 H -0.872 3.040 1.678  0.137
13 H -0.949 1.036 0.913  0.099

The calculation puts the HOMO-LUMO gap at 11.40 eV. As for the SMILES: O=CO.CC.

---

DFT (the ωB97M-V functional and the def2-TZVPD basis) results for C3H8O2P2S2 as an isolated structure at a distorted geometry.

Each line ends with the Löwdin charge.
Atoms and positions in Å:
1 C -0.368 -1.954 2.114  -0.189
2 C 0.278 1.266 -2.640  -0.193
3 C -0.310 -0.140 -0.121  -0.426
4 O -1.470 0.493 2.353  -0.221
5 O 2.299 0.521 -1.263  -0.266
6 P -0.212 -0.262 1.730  0.210
7 P 0.804 1.039 -1.065  0.191
8 S 1.509 0.711 2.145  0.252
9 S 0.928 2.640 0.155  0.297
10 H -0.478 -2.166 3.195  0.017
11 H 0.706 -2.245 1.701  0.049
12 H 1.261 1.059 -3.233  0.061
13 H -0.279 2.069 -2.855  -0.051
14 H -0.599 -1.166 -0.441  0.064
15 H -1.295 0.528 -0.303  0.106
16 H -1.366 1.367 2.661  0.048
17 H 2.663 0.157 -0.436  0.051

The calculation puts the HOMO-LUMO gap (alpha / beta) at 8.68 / 3.03 eV. As for the spin multiplicity: 3.

---

DFT (the ωB97M-V functional and the def2-TZVPD basis) results for a 2-piece molecular cluster, C3H8O2S overall at a distorted geometry.

Each line ends with the Löwdin charge.
Atoms and positions in Å:
1 C -2.416 0.978 -0.283  -0.100
2 C -1.874 0.267 0.988  -0.507
3 S -0.152 -0.085 0.741  1.172
4 H -1.901 1.918 -0.405  0.083
5 H -2.197 0.372 -1.170  0.085
6 H -3.492 1.037 -0.150  0.101
7 H -2.454 -0.596 1.289  0.098
8 H -1.871 0.966 1.825  0.097
9 H -0.197 -1.433 0.627  -0.018
10 O 3.436 0.160 0.507  0.104
11 C 3.211 -0.708 -0.264  -0.409
12 O 3.070 -0.512 -1.612  0.032
13 H 2.934 -1.741 0.002  0.137
14 H 3.903 -0.623 -2.096  0.125

The calculation puts the HOMO-LUMO gap (alpha / beta) at 10.19 / 5.25 eV. As for the spin multiplicity: 2. Its charge is +1.

---

DFT (the ωB97M-V functional and the def2-TZVPD basis) results for a 2-piece molecular cluster, C3H8O2S2 overall at a distorted geometry.

Each line ends with the Löwdin charge.
Atoms and positions in Å:
1 C 1.523 0.295 -1.132  -0.235
2 C 2.011 1.705 -1.391  -0.271
3 O 1.812 2.320 -2.402  0.064
4 C 2.222 -0.325 0.074  -0.556
5 S 1.621 -2.042 0.381  0.411
6 S 0.721 -1.990 2.194  0.310
7 H 0.435 0.228 -1.102  0.119
8 H 1.823 -0.337 -1.977  0.117
9 H 2.550 2.131 -0.515  0.126
10 H 3.287 -0.390 -0.144  0.075
11 H 2.052 0.191 1.020  0.056
12 H -0.582 -1.874 2.011  -0.214
13 H -7.216 0.125 0.618  0.041
14 H -5.691 -0.149 1.020  0.036
15 O -6.568 0.110 1.345  -0.077

The calculation puts the HOMO-LUMO gap at 9.65 eV. As for the SMILES: O=CCCSS.O.

---

DFT (the ωB97M-V functional and the def2-TZVPD basis) results for one molecule with the formula C3H8O2Se at a distorted geometry.

Each line ends with the Löwdin charge.
Atoms and positions in Å:
1 C -0.009 -1.150 0.925  -0.264
2 C 0.545 1.180 0.254  -0.553
3 C 0.278 -0.187 -0.337  -0.469
4 O -0.536 -2.363 0.677  -0.026
5 O -0.766 -0.032 -1.226  -0.150
6 Se 0.789 2.510 -1.150  0.787
7 H 0.938 -1.453 1.474  0.146
8 H -0.601 -0.589 1.662  0.113
9 H -0.343 1.433 0.894  0.081
10 H 1.394 1.210 0.951  0.073
11 H 1.051 -0.601 -1.114  0.185
12 H -1.248 -2.207 0.077  0.077
13 H -1.530 0.626 -1.051  0.150
14 H 0.037 1.623 -2.037  -0.150

The calculation puts the HOMO-LUMO gap at 9.39 eV. As for the SMILES: OC[C@@H](O)C[SeH].

---

DFT (the ωB97M-V functional and the def2-TZVPD basis) results for a 2-piece molecular cluster, C3H8O3 overall at a distorted geometry.

Each line ends with the Löwdin charge.
Atoms and positions in Å:
1 C -0.369 1.417 0.216  -0.489
2 C 1.789 0.813 -0.484  -0.078
3 C -0.367 -2.120 0.001  -0.036
4 O 0.866 1.177 0.410  -0.003
5 O -1.210 1.457 1.298  0.105
6 O -0.979 1.268 -0.987  0.131
7 H -0.685 1.478 2.106  0.125
8 H -1.916 1.103 -0.840  0.126
9 H 1.537 0.831 -1.529  0.044
10 H 2.787 1.060 -0.173  0.035
11 H 0.536 -1.525 0.036  -0.008
12 H -0.838 -1.992 -0.972  0.023
13 H -1.038 -1.806 0.782  0.011
14 H -0.116 -3.163 0.137  0.014

The calculation puts the HOMO-LUMO gap (alpha / beta) at 6.63 / 7.20 eV.

---

DFT (the ωB97M-V functional and the def2-TZVPD basis) results for one molecule with the formula C3H8O3 at a distorted geometry.

Each line ends with the Löwdin charge.
Atoms and positions in Å:
1 C 1.060 -0.835 0.231  -0.250
2 C -0.298 -0.486 -0.501  -0.358
3 C -1.045 0.804 -0.142  -0.144
4 H 1.994 0.858 -0.240  0.126
5 H 1.033 -0.476 1.351  0.150
6 H 1.263 -1.964 0.251  0.140
7 H -0.253 -0.677 -1.571  0.143
8 H -0.858 -1.960 0.842  0.210
9 H -1.786 0.996 -1.013  0.145
10 H -1.576 0.799 0.862  0.136
11 H -0.379 2.667 0.280  0.065
12 O 2.130 -0.152 -0.332  -0.099
13 O -1.319 -1.415 -0.069  -0.151
14 O 0.036 1.841 0.051  -0.112

The calculation puts the HOMO-LUMO gap at 10.72 eV. As for the SMILES: OCC(O)CO.

---

DFT (the ωB97M-V functional and the def2-TZVPD basis) results for one molecule with the formula C3H8O3 at a distorted geometry.

Each line ends with the Löwdin charge.
Atoms and positions in Å:
1 C -0.018 -0.840 -0.496  -0.317
2 C 0.292 0.398 0.301  -0.435
3 C -0.371 1.672 -0.180  -0.020
4 O 0.388 -1.874 0.676  -0.099
5 O -1.307 -1.033 -0.898  0.036
6 O 1.684 0.586 0.423  -0.016
7 H -1.908 -0.832 -0.167  0.116
8 H 0.217 -2.801 0.469  0.067
9 H 2.038 -0.227 0.808  0.093
10 H 0.643 -1.009 -1.349  0.160
11 H -0.071 -0.014 1.308  0.164
12 H 0.077 1.985 -1.121  0.090
13 H -1.441 1.531 -0.329  0.077
14 H -0.222 2.459 0.554  0.084

The calculation puts the HOMO-LUMO gap at 10.89 eV. As for the SMILES: C[C@H](O)C(O)O.

---

Q: Which formula does entry 2 have?
A: C3H8O2

---

Q: Which formula does entry 8 have?
A: C3H8O3